Formula: C4H21NO8
Source: OMol25
Level of theory: wB97M-V/def2-TZVPD

Element x y z (Å)
C1 1.0484 0.6547 -1.5962
O1 0.2166 -0.3053 -2.1326
C2 0.5562 1.0691 -0.1607
C3 1.5160 1.6483 0.7604
C4 2.4393 0.4730 1.3160
O2 1.8052 0.0015 2.4340
N1 -0.7817 1.8273 -0.2737
H1 1.2744 1.3500 -2.3918
H2 2.0812 0.2679 -1.6790
H3 0.3154 0.1152 0.3241
H4 1.0047 2.0688 1.7527
H5 2.1323 2.4911 0.4515
H6 2.5706 -0.2919 0.5183
H7 3.3694 0.8978 1.7289
H8 -0.5079 2.7939 -0.2439
H9 -1.2314 1.3960 -1.0724
H10 -0.6728 -1.4878 1.9277
H11 0.9825 -1.0442 2.0640
O3 0.1862 -1.9589 1.9779
H12 0.1282 0.6466 3.1255
H13 -0.7654 1.1122 2.0327
O4 -0.7824 0.6306 2.9807
H14 -0.9034 -3.3952 -0.2995
H15 -1.0132 -3.2363 1.1141
O5 -1.5476 -3.6056 0.4454
H16 -3.6618 1.4580 -1.4049
H17 -3.0180 1.0310 -2.6163
O6 -3.6112 1.7860 -2.2174
H18 -0.7468 -0.1956 -2.3394
H19 -2.4254 -0.5862 -1.9796
O7 -2.1637 0.0648 -2.5500
H20 0.7701 -1.9353 -1.2042
H21 0.7571 -2.8459 0.1072
O8 0.6789 -2.8957 -0.8992

The value obtained for the HOMO-LUMO gap is 8.1 eV. The calculation puts the strongest force on any atom at 0.1250 Eh/bohr. The calculation puts the lowest unoccupied orbital energy at 5.8962 eV. The HOMO energy is -0.080 hartree. The charge is -2.

Formula: C10H16N3O
Source: OMol25
Level of theory: wB97M-V/def2-TZVPD

Element x y z (Å)
C1 -2.0672 -1.2300 -0.7309
C2 -1.7540 -0.0640 0.1691
C3 -2.8120 0.0807 1.3472
C4 -1.7377 1.3834 -0.4964
C5 -0.3960 -0.1150 0.9511
O1 -0.3173 -0.2287 2.1521
C6 0.8562 -0.0143 0.1438
N1 0.8347 0.0724 -1.2173
C7 1.8978 0.3693 -1.9470
C8 3.1178 0.5465 -1.3580
C9 3.3744 0.2748 -0.0176
N2 4.5599 0.5335 0.5760
C10 2.1472 0.0876 0.7312
N3 2.2845 0.0605 2.1188
H1 -1.1429 -1.5084 -1.2218
H2 -2.4013 -2.0660 -0.1754
H3 -2.8009 -1.2639 -1.5370
H4 -3.6970 0.6663 0.9484
H5 -2.4914 0.5016 2.2536
H6 -3.2460 -0.8376 1.4893
H7 -2.7960 1.9181 -0.4304
H8 -0.9581 2.0343 -0.1289
H9 -1.6285 1.3232 -1.6185
H10 -0.0721 0.2463 -1.5856
H11 1.7213 0.5911 -2.9896
H12 3.8607 0.9655 -1.9246
H13 5.3762 0.7255 -0.0241
H14 4.8447 0.1081 1.4345
H15 3.1091 0.4073 2.5875
H16 1.5790 -0.2352 2.6495

The value obtained for the HOMO-LUMO gap is 8.1 eV. The SMILES is CC(C)(C)C(=O)c1[nH]ccc(=[NH2+])c1N. The calculation puts the strongest force on any atom at 0.1008 Eh/bohr. The calculation puts the lowest unoccupied orbital energy at -4.3495 eV. The HOMO energy is -0.458 hartree. The charge is +1.

Formula: C14H33B3O10S3
Source: OMol25
Level of theory: wB97M-V/def2-TZVPD

Element x y z (Å)
C1 -6.8249 -2.1122 3.3831
C2 -7.6995 -1.6312 2.2282
C3 -7.0709 -1.7322 0.8269
C4 -6.0800 -2.8942 0.6103
C5 -4.6260 -2.4138 0.5056
C6 -3.6069 -3.5265 0.7855
B1 -2.1709 -2.9921 1.0888
O1 -1.3339 -3.7122 1.9470
B2 -0.4054 -2.9783 2.6398
S1 0.6668 -3.8859 3.8045
O2 -0.2512 -1.6154 2.4672
B3 -1.1387 -1.0116 1.5974
C7 -1.5832 0.4898 1.7580
C8 -1.7834 0.8681 3.1958
O3 -0.9647 1.4782 3.8444
O4 -1.6677 -1.8013 0.5874
H1 -7.3430 -1.9182 4.3207
H2 -5.8464 -1.6414 3.3857
H3 -6.7110 -3.1943 3.3422
H4 -8.6655 -2.1325 2.2387
H5 -7.9212 -0.5774 2.4082
H6 -7.8825 -1.8518 0.1101
H7 -6.5702 -0.8027 0.5581
H8 -6.1758 -3.6772 1.3567
H9 -6.3210 -3.3534 -0.3490
H10 -4.4540 -1.5424 1.1393
H11 -4.4871 -2.0669 -0.5193
H12 -3.9320 -4.0878 1.6622
H13 -3.5386 -4.2035 -0.0677
H14 1.0440 -2.8777 4.5977
H15 -2.5272 0.5886 1.2204
H16 -0.8536 1.1692 1.3175
H17 -2.7352 0.5578 3.6669
C9 1.7159 3.0087 2.7879
C10 3.0089 3.7233 2.4578
O5 3.5059 3.3768 1.1452
S2 2.7972 4.0462 -0.1110
C11 4.0216 3.6431 -1.3046
O6 2.7511 5.4625 0.0903
O7 1.5930 3.3306 -0.4065
H18 0.9018 3.3644 2.1581
H19 1.4380 3.1783 3.8272
H20 1.8158 1.9361 2.6248
H21 2.8997 4.8062 2.5312
H22 3.7997 3.4246 3.1431
H23 4.9429 4.1580 -1.0496
H24 3.6550 3.9785 -2.2715
H25 4.1656 2.5668 -1.3137
C12 4.3442 0.3245 -6.6899
C13 4.5578 -0.1916 -5.2816
O8 5.9525 -0.2023 -4.9022
S3 6.6131 1.1807 -4.4859
C14 8.0682 0.5235 -3.7493
O9 5.7945 1.7938 -3.4832
O10 6.9660 1.9131 -5.6602
H26 4.5823 1.3844 -6.7652
H27 3.3026 0.1855 -6.9796
H28 4.9821 -0.2091 -7.3938
H29 3.9877 0.3842 -4.5514
H30 4.2400 -1.2290 -5.2031
H31 7.7869 -0.0626 -2.8793
H32 8.6857 1.3696 -3.4573
H33 8.5852 -0.0862 -4.4848

The value obtained for the HOMO-LUMO gap is 10.2 eV. The SMILES is CCCCCCB1OB(S)OB(CC=O)O1.CCOS(C)(=O)=O.CCOS(C)(=O)=O. The calculation puts the strongest force on any atom at 0.0216 Eh/bohr. The calculation puts the lowest unoccupied orbital energy at 0.2518 eV. The HOMO energy is -0.365 hartree. The charge is 0.

Formula: C3H12NO2
Source: OMol25
Level of theory: wB97M-V/def2-TZVPD

Element x y z (Å)
C1 0.2121 -1.6721 -1.2608
C2 -0.8285 -0.6473 -1.7427
C3 -2.4047 0.0231 0.0967
N1 -1.3424 0.1422 -0.6367
H1 1.2112 -1.4691 -1.6021
H2 0.2065 -1.7400 -0.1637
H3 -0.0863 -2.7234 -1.4088
H4 -0.3668 0.0907 -2.4497
H5 -1.6685 -1.2026 -2.1962
H6 -2.4848 0.8413 0.7913
H7 -3.0806 -0.8042 -0.1445
H8 -0.4156 0.5135 0.0290
H9 2.4952 2.5327 2.5683
H10 2.2004 1.7433 3.8513
O1 2.0126 1.7620 2.9003
H11 2.0713 0.4691 0.1635
H12 1.1258 1.4711 0.8799
O2 1.1430 0.6697 0.3250

The value obtained for the HOMO-LUMO gap is 10.5 eV. The calculation puts the strongest force on any atom at 0.0879 Eh/bohr. The calculation puts the lowest unoccupied orbital energy at -4.5923 eV. The HOMO energy is -0.555 hartree. The charge is +1.

Formula: C5H10
Source: OMol25
Level of theory: wB97M-V/def2-TZVPD

Element x y z (Å)
C1 -2.1328 0.5663 0.0955
C2 -1.2555 -0.3675 -0.3283
C3 -0.1742 -1.0724 0.3256
C4 1.1636 -0.5700 -0.2087
C5 1.4051 0.9712 0.0270
H1 -2.8334 0.9860 -0.6008
H2 -2.1052 1.0123 1.0904
H3 -1.2888 -0.6452 -1.3962
H4 -0.2194 -2.1414 0.1910
H5 -0.2632 -1.0344 1.4484
H6 1.2373 -0.7539 -1.2759
H7 1.9963 -0.9892 0.3879
H8 2.4426 1.2154 -0.2892
H9 0.6547 1.5916 -0.5157
H10 1.3727 1.2311 1.0490

The value obtained for the HOMO-LUMO gap is 10.7 eV. The SMILES is C=CCCC. The calculation puts the strongest force on any atom at 0.0507 Eh/bohr. The calculation puts the lowest unoccupied orbital energy at 1.2351 eV. The HOMO energy is -0.349 hartree. The charge is 0.

Formula: C15H20N7O4Pd
Source: OMol25
Level of theory: wB97M-V/def2-TZVPD

Element x y z (Å)
Pd1 1.7729 -2.2070 -0.4292
C1 1.2797 1.1765 3.8065
O1 1.0955 -0.0805 3.1319
C2 1.4643 -0.2417 1.8843
O2 1.2854 -1.3608 1.3912
N1 1.9669 0.8217 1.2165
N2 2.4876 0.6423 -0.0687
H1 0.8553 1.0322 4.7930
H2 0.7419 1.9735 3.2927
H3 2.3420 1.4047 3.9010
H4 2.2674 1.6219 1.7510
H5 3.4986 0.7118 -0.0304
H6 2.1182 1.3619 -0.6774
O3 3.2773 -3.1810 -1.5653
N3 3.6636 -2.5093 -0.5748
C3 4.8392 -2.4348 -0.0411
C4 4.9085 -1.5343 1.0720
N4 4.8481 -0.7898 1.9443
C5 5.9691 -3.1300 -0.5646
N5 6.8778 -3.6943 -0.9798
C6 -3.3496 2.7032 1.0361
C7 -3.6029 2.3986 -0.4320
N6 -2.7603 1.3071 -0.9363
C8 -1.6969 1.6560 -1.8690
C9 -0.5476 2.4104 -1.2125
C10 -3.1491 0.0494 -0.6169
O4 -4.1565 -0.1963 0.0210
C11 -2.2810 -1.1184 -1.0203
C12 -2.8640 -2.2300 -1.6162
C13 -2.0898 -3.3440 -1.8783
C14 -0.7554 -3.3359 -1.5144
N7 -0.2021 -2.2775 -0.9132
C15 -0.9483 -1.1916 -0.6713
H7 -4.0050 3.5076 1.3697
H8 -2.3169 3.0154 1.2029
H9 -3.5570 1.8240 1.6448
H10 -3.4009 3.2723 -1.0525
H11 -4.6454 2.1184 -0.5795
H12 -2.1298 2.2736 -2.6598
H13 -1.3352 0.7538 -2.3568
H14 -0.8854 3.3640 -0.8062
H15 0.2321 2.6183 -1.9477
H16 -0.1198 1.8336 -0.3878
H17 -3.9195 -2.2118 -1.8547
H18 -2.5076 -4.2232 -2.3468
H19 -0.1107 -4.1857 -1.6913
H20 -0.4548 -0.3742 -0.1644

The value obtained for the HOMO-LUMO gap is 8.0 eV. The calculation puts the strongest force on any atom at 0.0103 Eh/bohr. The calculation puts the lowest unoccupied orbital energy at -4.2790 eV. The HOMO energy is -0.451 hartree. The charge is +1.

Formula: CHI2NO
Source: OMol25
Level of theory: wB97M-V/def2-TZVPD

Element x y z (Å)
C1 -0.9408 -0.0920 0.5050
N1 1.5179 -0.0493 -0.0294
O1 -1.3092 0.4755 -0.4417
I1 0.4924 -1.7777 0.0489
I2 1.1844 1.1214 -1.7143
H1 -0.9448 0.3221 1.6315

The value obtained for the HOMO-LUMO gap is 7.0 eV. The calculation puts the strongest force on any atom at 0.0500 Eh/bohr. The calculation puts the lowest unoccupied orbital energy at -1.1683 eV. The HOMO energy is -0.299 hartree. The charge is 0.

Formula: C4H5NO3
Source: OMol25
Level of theory: wB97M-V/def2-TZVPD

Element x y z (Å)
N1 1.6285 -1.0830 0.3446
C1 0.5434 -0.6903 -0.3779
C2 -0.8889 -1.1731 -0.1376
O1 -1.4220 -2.2137 -0.0607
C3 -1.3161 0.4728 -0.0417
O2 -2.3336 1.3156 0.2600
C4 -0.0466 0.7496 -0.2932
O3 0.5557 1.9419 -0.1797
H1 1.6145 -2.0449 0.3642
H2 1.4697 -0.7132 1.2978
H3 0.7057 -0.8038 -1.4743
H4 -1.9731 2.1971 0.1666
H5 1.4630 2.0449 0.1321

The value obtained for the HOMO-LUMO gap is 9.0 eV. The SMILES is N[C@H]1C(=O)C(O)=C1O. The calculation puts the strongest force on any atom at 0.1115 Eh/bohr. The calculation puts the lowest unoccupied orbital energy at 0.3136 eV. The HOMO energy is -0.320 hartree. The charge is 0.